Run w
ORCA calculation (the ωB97M-V functional and the def2-TZVPD basis) on the molecule C4H4O3.

Atoms and positions in Å:
C (0.6791, -0.0394, -1.2128)
C (0.3235, 1.0588, -0.4527)
C (0.8448, -1.2792, -0.6522)
C (-0.9077, 0.1756, 1.3593)
O (-0.3300, 1.1853, 0.7373)
O (0.2222, -2.2851, -1.1495)
O (-1.3104, 0.5460, 2.5513)
H (0.7549, 0.3142, -2.2091)
H (0.2862, 2.0401, -0.8080)
H (0.5477, -3.2111, -0.8236)
H (-1.1105, 1.4948, 2.6601)

Results
HOMO energy (alpha / beta): -7.72 / -7.72 eV
Lowest unoccupied orbital energy (alpha / beta): 0.28 / 0.28 eV
Gap between HOMO and LUMO (alpha / beta): 8.0 / 8.0 eV



Run x
ORCA calculation (the ωB97M-V functional and the def2-TZVPD basis) on the molecule C4H4O3.

Atoms and positions in Å:
C (1.3794, 1.0089, -0.1622)
C (0.2960, 0.4874, 0.7518)
O (0.1485, 0.8292, 1.9000)
C (-0.4816, -0.7317, 0.2073)
O (0.1951, -1.7213, 0.3746)
C (-1.8498, -0.9972, -0.4710)
O (-1.8783, -1.3431, -1.6252)
H (2.3663, 0.8212, 0.2727)
H (1.2581, 2.0915, -0.2546)
H (1.3288, 0.5442, -1.1487)
H (-2.7625, -0.9891, 0.1553)

Results
HOMO energy: -9.70 eV
Lowest unoccupied orbital energy: -0.21 eV
SMILES: CC(=O)C(=O)C=O
Gap between HOMO and LUMO: 9.5 eV



Run y
ORCA calculation (the ωB97M-V functional and the def2-TZVPD basis) on the molecule C4H4O3.

Atoms and positions in Å:
C (-1.8362, 0.0920, -0.8888)
C (-0.6739, 0.0304, 0.0336)
O (0.3964, -0.3769, -0.6415)
C (1.4674, 0.1094, 1.5252)
O (1.2900, 0.0618, 2.6961)
C (1.5430, -0.3643, 0.1578)
O (1.9589, 0.9638, 0.6065)
H (-2.6791, -0.3969, -0.3876)
H (-1.6901, -0.2996, -1.9025)
H (-2.1099, 1.1560, -0.9316)
H (2.3336, -0.9757, -0.2672)

Results
HOMO energy: -9.27 eV
Lowest unoccupied orbital energy: 0.43 eV
Gap between HOMO and LUMO: 9.7 eV



Relative energies, eV: run w 4.206; run x 0.000; run y 2.385.



Run w
ORCA calculation (the ωB97M-V functional and the def2-TZVPD basis) on the molecule C4H4O3.

Atoms and positions in Å:
O (-1.1724, 0.9891, -1.5684)
C (-1.1788, 0.1301, -0.6869)
C (-0.0224, -0.1953, 0.1209)
C (0.0033, -1.3922, 0.9674)
O (0.9257, -1.7082, 1.6904)
C (1.0590, 0.6485, 0.1074)
O (1.1521, 1.7286, -0.6217)
H (-2.1214, -0.3994, -0.4556)
H (-0.8989, -2.0367, 0.8857)
H (1.9201, 0.4621, 0.7471)
H (0.3336, 1.7734, -1.1862)

Results
HOMO energy: -10.10 eV
Lowest unoccupied orbital energy: -0.42 eV
SMILES: O=CC(C=O)=CO
Gap between HOMO and LUMO: 9.7 eV



Run x
ORCA calculation (the ωB97M-V functional and the def2-TZVPD basis) on a structure of composition C4H4O3.

Atoms and positions in Å:
C (0.3514, -0.2714, 1.7992)
C (0.1675, 0.0167, 0.3332)
O (0.6602, -0.8314, -0.4203)
C (-0.4276, 1.0377, -0.9464)
O (-0.8840, 2.1262, -1.0926)
C (-0.1573, -0.1291, -1.8237)
O (-1.3761, -0.4100, -1.7205)
H (0.7330, 0.5887, 2.3473)
H (1.0307, -1.1308, 1.9189)
H (-0.6185, -0.5402, 2.2298)
H (0.5208, -0.4565, -2.6249)

Results
HOMO energy: -9.42 eV
Lowest unoccupied orbital energy: -0.17 eV
Gap between HOMO and LUMO: 9.2 eV



Run y
ORCA calculation (the ωB97M-V functional and the def2-TZVPD basis) on the molecule C4H4O3.

Atoms and positions in Å:
C (0.5490, -0.7163, 1.6437)
C (0.6298, -0.0651, 0.2874)
O (1.6524, 0.2102, -0.2952)
C (-0.6991, 0.3059, -0.4059)
O (-1.7685, 0.0486, 0.0844)
C (-0.5970, 0.9422, -1.8614)
O (-0.8171, 0.1683, -2.7816)
H (-0.0119, -0.0773, 2.3336)
H (1.5570, -0.8867, 2.0290)
H (0.0067, -1.6660, 1.5845)
H (-0.5013, 1.7361, -2.6185)

Results
HOMO energy: -9.53 eV
Lowest unoccupied orbital energy: -0.91 eV
SMILES: CC(=O)C(=O)C=O
Gap between HOMO and LUMO: 8.6 eV



Run z
ORCA calculation (the ωB97M-V functional and the def2-TZVPD basis) on a structure of composition C4H4O3.

Atoms and positions in Å:
O (0.9091, -1.7849, -1.2190)
C (0.8262, -0.9842, -0.3433)
O (1.7783, -0.6186, 0.5805)
C (0.9288, 0.3904, 1.1761)
C (-0.1301, 0.0973, 0.0507)
C (-1.4408, 0.3701, -1.0188)
O (-1.4643, 0.1170, 0.3312)
H (1.4576, 1.3344, 1.3069)
H (0.5792, 0.0243, 2.1581)
H (-2.1741, -0.2775, -1.5495)
H (-1.2699, 1.3317, -1.4729)

Results
HOMO energy: -9.91 eV
Lowest unoccupied orbital energy: 0.13 eV
Gap between HOMO and LUMO: 10.0 eV



Relative energies, eV: run w 0.000; run x 2.953; run y 2.021; run z 3.165.



Run w
ORCA calculation (the ωB97M-V functional and the def2-TZVPD basis) on the molecule C8H13PS.

Atoms and positions in Å:
C (-4.4211, 0.3923, -0.2743)
C (-3.2131, 0.2256, -0.1543)
C (-1.8438, 0.3403, 0.3022)
C (-1.5431, 0.0560, 1.6974)
C (-0.9727, 0.7062, -0.6712)
P (0.8299, 0.6804, -0.4565)
C (1.4110, 1.1094, -2.1473)
S (1.3180, 1.9922, 0.8420)
C (1.4698, -1.4558, -0.0556)
C (2.5810, -1.3036, 0.9643)
H (-5.3946, 0.5265, -0.6642)
H (-0.4188, -0.0241, 1.7058)
H (-1.8071, -0.9373, 2.1667)
H (-2.0754, 0.7903, 2.2393)
H (-1.1189, 1.0060, -1.7121)
H (1.0113, 0.3239, -2.8696)
H (1.0203, 2.1883, -2.1925)
H (2.5407, 0.8664, -2.1117)
H (0.4236, -1.7945, 0.2739)
H (1.6139, -1.8892, -0.9255)
H (3.5352, -1.2613, 0.5866)
H (2.5786, -0.4267, 1.6158)
H (2.4751, -2.1111, 1.8408)

Results
HOMO energy: -8.31 eV
Lowest unoccupied orbital energy: 0.25 eV
SMILES: C#C/C(C)=C/[P@@](C)(=S)CC
Gap between HOMO and LUMO: 8.6 eV



Run x
ORCA calculation (the ωB97M-V functional and the def2-TZVPD basis) on the molecule C8H13PS.

Atoms and positions in Å:
C (3.7821, -1.0938, -0.3514)
S (3.2514, 0.5517, 0.0572)
C (1.4535, 0.5005, 0.0037)
P (0.6893, 2.0092, -0.0458)
C (-0.9759, 1.2732, 0.2497)
C (-1.8437, 2.4073, 0.6951)
C (-1.4046, 0.0835, -0.1789)
C (-2.8457, -0.3221, 0.0512)
C (-0.4644, -0.9808, -0.6682)
C (0.8763, -0.9207, 0.0215)
H (3.7281, -1.6442, 0.5902)
H (4.9072, -1.0803, -0.4438)
H (3.4466, -1.5008, -1.2953)
H (-1.5656, 3.3868, 0.1912)
H (-1.8061, 2.5403, 1.7553)
H (-2.9064, 2.0761, 0.3800)
H (-3.2446, -0.9917, -0.7722)
H (-3.3813, 0.6773, 0.1657)
H (-2.9833, -0.9590, 0.9554)
H (-0.9200, -1.9179, -0.2417)
H (-0.3224, -1.1677, -1.7728)
H (0.8467, -1.2873, 1.0374)
H (1.6827, -1.6395, -0.3835)

Results
HOMO energy: -7.46 eV
Lowest unoccupied orbital energy: 0.34 eV
SMILES: CSC1=PC(C)=C(C)CC1
Gap between HOMO and LUMO: 7.8 eV



Relative energies, eV: run w 1.736; run x 0.000.



Run w
ORCA calculation (the ωB97M-V functional and the def2-TZVPD basis) on the ion CH6N3 with charge +1.

Atoms and positions in Å:
N (-1.4093, 1.2332, 0.1289)
N (-0.0788, 0.7880, -0.1017)
C (0.0602, -0.5238, -0.4127)
N (1.1283, -1.2778, -0.5833)
H (-1.4449, 1.8725, 0.9191)
H (-1.7943, 1.6412, -0.7196)
H (0.5316, 1.4199, 0.3408)
H (-0.8746, -0.8441, -0.7572)
H (1.9997, -1.1758, -0.0858)
H (1.1614, -2.0939, -1.3412)

Results
HOMO energy: -14.88 eV
Lowest unoccupied orbital energy: -4.36 eV
SMILES: NNC=[NH2+]
Total charge: +1
Gap between HOMO and LUMO: 10.5 eV



Run x
ORCA calculation (the ωB97M-V functional and the def2-TZVPD basis) on the ion CH6N3 with charge +1.

Atoms and positions in Å:
C (-1.3966, -0.9924, -0.0994)
N (-0.9679, 0.2028, 0.2241)
N (0.6481, 0.8009, 0.1458)
N (1.8110, 0.1884, 0.0788)
H (-0.9659, -1.8960, -0.5554)
H (-2.3957, -1.0633, -0.3322)
H (-1.6976, 0.9309, 0.1166)
H (0.4456, 1.7515, 0.3799)
H (2.0533, -0.3114, -0.8191)
H (2.4656, 0.3886, 0.8610)

Results
HOMO energy: -14.03 eV
Lowest unoccupied orbital energy: -5.05 eV
SMILES: C=[NH+]NN
Total charge: +1
Gap between HOMO and LUMO: 9.0 eV



Run y
ORCA calculation (the ωB97M-V functional and the def2-TZVPD basis) on a cluster of 2 separate species, CH6N3 in total.

Atoms and positions in Å:
C (0.5535, -0.9431, -0.0034)
N (-0.5739, -1.0644, 0.2273)
N (1.7718, -0.7933, -0.0140)
N (-1.7922, -0.9138, -0.1056)
H (0.1457, 1.0593, -1.4368)
H (2.3745, -1.6008, -0.1116)
H (2.2480, 0.2033, 0.2097)
H (-2.4120, -1.0223, 0.6223)
H (0.7692, 1.1713, -1.0385)
H (-1.9911, -0.2808, -0.8661)

Results
HOMO energy: -15.18 eV
Lowest unoccupied orbital energy: -3.87 eV
Total charge: +1
Gap between HOMO and LUMO: 11.3 eV



Relative energies, eV: run w 0.000; run x 3.469; run y 2.329.



Run w
ORCA calculation (the ωB97M-V functional and the def2-TZVPD basis) on the molecule C11H11NO.

Atoms and positions in Å:
C (-3.0837, -0.7821, -0.1296)
C (-1.9591, 0.0715, -0.0596)
N (-2.0431, 1.3549, 0.0806)
C (-0.8968, 2.1458, 0.0599)
C (0.4382, 1.5880, -0.0533)
C (1.6211, 2.5587, -0.0572)
C (0.6501, 0.1653, -0.0587)
C (1.8494, -0.6749, -0.0628)
O (3.1380, -0.1449, 0.0337)
C (1.8121, -2.0654, -0.0898)
C (0.5364, -2.6887, -0.0380)
C (-0.6659, -1.9514, 0.1786)
C (-0.6753, -0.5310, 0.0089)
H (-2.8529, -1.6270, -0.9912)
H (-3.0598, -1.2341, 0.9039)
H (-3.8650, -0.0670, -0.4550)
H (-0.9667, 3.1724, 0.2324)
H (2.0652, 2.6907, 1.1372)
H (2.4131, 2.6297, -0.8780)
H (1.2004, 3.6890, -0.1920)
H (2.9255, 0.7475, -0.1375)
H (2.6845, -2.6807, 0.0759)
H (0.4046, -3.8572, 0.1725)
H (-1.6704, -2.5090, 0.3188)

Results
HOMO energy: -7.96 eV
Lowest unoccupied orbital energy: 0.13 eV
SMILES: Cc1ncc(C)c2c(O)cccc12
Gap between HOMO and LUMO: 8.1 eV



Run x
ORCA calculation (the ωB97M-V functional and the def2-TZVPD basis) on the molecule C11H11NO.

Atoms and positions in Å:
C (-3.2744, 0.4564, 0.9589)
C (-2.7609, -0.5750, 0.2122)
C (-2.4802, 1.5088, 1.2936)
C (-1.4571, -0.6091, -0.0507)
C (-1.1337, 1.4468, 1.1143)
C (-0.5527, 0.4575, 0.3163)
C (2.8664, -0.6086, 0.3775)
C (2.6325, -0.3823, -0.9794)
C (3.1311, -1.2290, 1.5067)
C (0.7997, 0.6713, 0.0026)
C (0.5537, -0.2261, -2.2944)
N (1.2798, -0.0412, -1.0349)
O (3.3457, -0.3015, -1.9874)
H (-4.3300, 0.4692, 1.1381)
H (-3.2345, -1.5394, -0.0791)
H (-3.0362, 2.2489, 1.8890)
H (-1.0147, -1.4306, -0.5533)
H (-0.5011, 2.3527, 1.3736)
H (3.3999, -0.8110, 2.4556)
H (3.0763, -2.3420, 1.6933)
H (1.6088, 1.1096, 0.5807)
H (0.0073, 0.7617, -2.4587)
H (1.2205, -0.3457, -3.1392)
H (-0.1464, -1.0415, -2.3354)

Results
HOMO energy (alpha / beta): -7.08 / -7.58 eV
Lowest unoccupied orbital energy (alpha / beta): -1.28 / -1.09 eV
Gap between HOMO and LUMO (alpha / beta): 5.8 / 6.5 eV



Run y
ORCA calculation (the ωB97M-V functional and the def2-TZVPD basis) on the molecule C11H11NO.

Atoms and positions in Å:
C (4.0703, -0.5055, 0.0161)
C (2.5051, -0.5899, 0.0112)
O (2.0615, 0.7552, -0.1970)
C (0.5678, 0.9259, -0.1468)
C (0.1185, 2.1861, 0.1098)
C (-1.1217, 2.5323, 0.0510)
C (-2.2078, 1.6720, -0.0144)
C (-1.6308, 0.3546, 0.0757)
C (-2.5913, -0.7227, -0.0391)
C (-2.2604, -2.0386, -0.0499)
C (-1.0162, -2.5335, 0.0234)
N (-0.1044, -1.5229, 0.0620)
C (-0.2884, -0.1447, -0.0419)
H (4.7473, -1.3268, -0.0623)
H (4.8079, -0.3142, 1.0232)
H (4.2938, 0.0569, -0.7017)
H (1.9798, -0.9748, 1.0657)
H (2.4633, -1.2481, -0.9280)
H (0.9183, 3.0574, 0.4366)
H (-1.3186, 3.6590, 0.3384)
H (-3.4337, 1.6123, -0.4755)
H (-3.6631, -0.2029, 0.0531)
H (-2.8911, -2.9319, -0.0983)
H (-0.5351, -3.5847, 0.5195)

Results
HOMO energy: -8.28 eV
Lowest unoccupied orbital energy: -0.25 eV
SMILES: CCOc1cccc2cccnc12
Gap between HOMO and LUMO: 8.0 eV



Run z
ORCA calculation (the ωB97M-V functional and the def2-TZVPD basis) on a structure of composition C11H11NO.

Atoms and positions in Å:
O (2.2853, -1.2032, 2.8923)
C (3.2218, -1.4700, -1.1571)
C (2.8776, -2.6021, -0.4167)
C (3.2532, -0.2252, -0.5307)
C (2.5670, -2.4963, 0.9368)
C (2.9435, -0.1103, 0.8247)
C (2.6004, -1.2472, 1.5575)
H (2.3494, -0.2654, 3.1964)
H (3.4658, -1.5586, -2.2240)
H (2.8495, -3.5879, -0.8995)
H (3.5221, 0.6741, -1.1004)
H (2.2945, -3.3778, 1.5321)
H (2.9687, 0.8710, 1.3166)
N (2.4877, 0.9966, 3.5692)
C (3.6676, 1.4209, 4.0472)
C (1.4792, 1.8817, 3.5696)
C (3.8871, 2.7093, 4.5325)
C (1.5995, 3.1909, 4.0333)
C (2.8304, 3.6159, 4.5261)
H (4.4815, 0.6839, 4.0394)
H (0.5213, 1.5178, 3.1752)
H (4.8783, 2.9931, 4.9102)
H (0.7338, 3.8657, 4.0058)
H (2.9643, 4.6395, 4.9001)

Results
HOMO energy: -7.74 eV
Lowest unoccupied orbital energy: 0.16 eV
Gap between HOMO and LUMO: 7.9 eV



Relative energies, eV: run w 2.228; run x 4.247; run y 7.052; run z 0.000.



Run w
ORCA calculation (the ωB97M-V functional and the def2-TZVPD basis) on a cluster of 2 separate species, CH3Cl2OPS in total.

Atoms and positions in Å:
C (0.1046, 0.0879, 0.2644)
O (3.5122, -0.2542, -1.7647)
P (3.8055, -0.0324, -0.3560)
S (1.3262, 0.3108, 1.5655)
Cl (5.0001, 1.5730, -0.0806)
Cl (4.8019, -1.5948, 0.4517)
H (0.4096, -0.7347, -0.3746)
H (0.0052, 1.0050, -0.3142)
H (-0.8422, -0.1514, 0.7443)

Results
HOMO energy (alpha / beta): -9.43 / -9.43 eV
Lowest unoccupied orbital energy (alpha / beta): -3.01 / -3.02 eV
Gap between HOMO and LUMO (alpha / beta): 6.4 / 6.4 eV



Run x
ORCA calculation (the ωB97M-V functional and the def2-TZVPD basis) on the molecule CH3Cl2OPS.

Atoms and positions in Å:
C (-2.7831, 0.4187, -0.7312)
O (3.0983, -0.9683, 0.5319)
P (2.0662, -0.0633, -0.3774)
S (0.1901, -0.8702, 0.3098)
Cl (-1.2746, 0.9894, -0.4580)
Cl (2.0140, 1.7139, 0.5256)
H (-3.4273, 0.2364, 0.0791)
H (-2.9495, -0.4019, -1.4604)
H (3.0659, -1.0547, 1.5805)

Results
HOMO energy: -8.57 eV
Lowest unoccupied orbital energy: -1.94 eV
Gap between HOMO and LUMO: 6.6 eV



Run y
ORCA calculation (the ωB97M-V functional and the def2-TZVPD basis) on a cluster of 2 separate species, CH3Cl2OPS in total.

Atoms and positions in Å:
Cl (-0.3715, 1.9491, -1.7039)
C (0.4903, 0.4048, -1.4157)
S (0.7953, -0.8202, -2.7094)
P (-0.3932, -1.2239, -0.9664)
Cl (-2.2894, -0.7870, -1.3923)
H (1.4751, 0.5678, -0.9318)
O (-0.0476, 0.1330, 3.2830)
H (-0.4941, -0.1013, 2.4221)
H (0.8351, -0.1223, 3.4144)

Results
HOMO energy: -9.85 eV
Lowest unoccupied orbital energy: -0.20 eV
SMILES: Cl[C@@H]1SP1Cl.O
Gap between HOMO and LUMO: 9.7 eV



Relative energies, eV: run w 0.316; run x 2.408; run y 0.000.